# 1
{"formula": "C30H44AsMnN6O7S", "method": "ωB97M-V with the def2-TZVPD basis set", "species": ["Mn", "O", "As", "O", "O", "C", "C", "C", "C", "C", "C", "S", "O", "O", "O", "H", "H", "H", "H", "H", "C", "N", "C", "C", "N", "C", "C", "C", "C", "C", "C", "C", "C", "C", "N", "C", "N", "C", "C", "N", "C", "C", "C", "N", "C", "C", "H", "H", "H", "H", "H", "H", "H", "H", "H", "H", "H", "H", "H", "H", "H", "H", "H", "H", "H", "H", "H", "H", "H", "H", "H", "H", "H", "H", "H", "H", "C", "C", "C", "C", "O", "H", "H", "H", "H", "H", "H", "H", "H", "H"], "coordinates": [[0.3597, -0.0722, -0.5241], [0.6544, -3.3911, -2.6889], [1.6787, -2.1452, -1.9303], [3.1431, -2.8191, -1.7194], [0.9096, -1.8495, -0.4404], [1.6427, -1.0122, -3.5109], [2.6841, -1.2881, -4.3866], [2.7765, -0.6132, -5.5919], [1.8245, 0.3367, -5.9396], [0.7767, 0.6087, -5.0780], [0.6906, -0.0713, -3.8709], [-0.6572, 0.3540, -2.8060], [-0.9966, -0.8216, -1.9817], [-1.7122, 0.8685, -3.6282], [-0.1258, 1.3645, -1.8426], [0.7144, -4.1954, -2.1552], [3.4128, -2.0336, -4.0908], [3.5958, -0.8242, -6.2664], [1.8906, 0.8524, -6.8880], [0.0065, 1.3275, -5.3234], [-3.9733, 0.9017, -1.0256], [-3.2744, 2.1298, -0.6933], [-4.0587, 3.3280, -0.9066], [-2.0675, 2.1550, -0.0627], [-1.5935, 1.1749, 0.7005], [-2.5759, 0.4582, 1.4141], [-3.6871, 1.1089, 1.9263], [-4.8176, 0.3991, 2.3606], [-4.8665, -0.9623, 2.2383], [-3.7121, -1.6701, 1.8306], [-3.7213, -3.0762, 1.6660], [-2.5844, -3.7317, 1.2800], [-1.3580, -3.0493, 1.2275], [-1.2985, -1.6958, 1.4749], [-0.1155, -0.9967, 1.7452], [0.7273, -1.4365, 2.6201], [1.8253, -0.6969, 2.9394], [1.9334, 0.6885, 2.5279], [2.8287, -1.2077, 3.8612], [0.5607, -2.5765, 3.4352], [1.2139, -3.8211, 3.0816], [-0.6659, -2.7032, 4.1984], [-2.5119, -0.9570, 1.5699], [-1.3610, 3.3093, -0.1871], [-0.1752, 3.4736, 0.6376], [-1.3364, 4.0454, -1.4475], [-4.8049, 0.7217, -0.3386], [-3.2994, 0.0553, -0.9920], [-4.3504, 0.9859, -2.0458], [-5.0445, 3.1827, -0.4530], [-4.1972, 3.5379, -1.9707], [-3.5843, 4.1831, -0.4325], [-3.7121, 2.1923, 1.9165], [-5.6774, 0.9473, 2.7261], [-5.7719, -1.5145, 2.4578], [-4.6482, -3.6117, 1.8315], [-2.6116, -4.7964, 1.0831], [-0.4433, -3.5849, 1.0196], [1.4672, 0.8237, 1.5618], [2.9785, 0.9763, 2.4664], [1.4276, 1.3447, 3.2452], [3.5223, -0.4053, 4.1014], [3.3985, -2.0240, 3.4131], [2.3774, -1.5657, 4.7856], [1.9807, -3.6445, 2.3274], [0.5022, -4.5533, 2.6830], [1.6846, -4.2632, 3.9665], [-1.0699, -1.7138, 4.4124], [-0.4305, -3.1880, 5.1509], [-1.4404, -3.2936, 3.6968], [-0.3555, 3.0496, 1.6217], [0.6887, 2.9702, 0.1928], [0.0339, 4.5395, 0.7293], [-1.7151, 5.0608, -1.3111], [-1.9256, 3.5263, -2.1980], [-0.3093, 4.0943, -1.8125], [4.3669, 0.1516, -0.0150], [3.3889, 1.0044, -0.8350], [3.1927, 2.3883, -0.2051], [3.9881, 1.1961, -2.2340], [2.1554, 0.3398, -0.9453], [5.3790, 0.5501, -0.1034], [4.3405, -0.8682, -0.4039], [4.0821, 0.1266, 1.0373], [4.1564, 2.8637, -0.0164], [2.6511, 2.3029, 0.7368], [2.6138, 3.0203, -0.8828], [4.8590, 1.8503, -2.1748], [3.2550, 1.6420, -2.9102], [4.2977, 0.2319, -2.6322]], "atomic_forces_ev_per_a": [[1.0, -0.3, 1.5], [-0.1, 0.2, 0.3], [0.9, -2.0, -1.0], [0.3, 0.4, 0.0], [-0.4, 0.7, -0.1], [-0.2, 0.1, 0.3], [0.0, -0.1, 0.2], [-0.1, 0.1, -0.1], [0.1, -0.1, 0.0], [-0.2, 0.0, 0.1], [-0.1, -0.1, 0.1], [-1.1, 1.1, -1.7], [0.4, 0.0, 0.4], [0.2, -0.1, 0.2], [-0.1, 0.1, 0.0], [0.0, 0.1, -0.1], [0.0, 0.0, 0.0], [0.0, 0.0, 0.0], [0.0, 0.0, 0.0], [0.0, 0.0, -0.1], [0.0, 0.0, -0.1], [0.2, 0.0, -0.3], [-0.1, 0.0, 0.1], [-0.4, 0.1, 0.5], [0.1, -0.1, -0.4], [-0.2, 0.4, 0.2], [0.3, -0.1, 0.1], [-0.1, -0.2, 0.1], [-0.1, 0.1, 0.0], [0.1, 0.1, -0.1], [0.1, -0.1, 0.0], [-0.2, 0.0, 0.0], [0.1, 0.2, -0.2], [-0.2, -0.5, 0.1], [0.3, 0.5, -0.4], [-0.2, 0.1, 0.3], [0.2, -0.1, -0.1], [-0.1, -0.2, 0.2], [-0.1, 0.0, 0.0], [-0.1, -0.1, -0.2], [0.1, 0.1, 0.1], [0.0, 0.0, 0.1], [-0.1, -0.1, 0.0], [0.3, -0.3, -0.1], [-0.1, 0.0, 0.0], [0.2, 0.0, 0.1], [0.0, 0.0, -0.1], [0.1, -0.1, 0.0], [0.0, 0.0, 0.0], [0.0, 0.0, 0.0], [0.0, 0.0, 0.0], [-0.1, 0.0, 0.0], [0.0, 0.0, 0.0], [0.0, 0.0, 0.0], [0.0, 0.0, 0.0], [0.0, 0.0, 0.0], [0.0, 0.0, 0.0], [0.0, 0.0, 0.0], [0.0, 0.1, 0.0], [0.0, 0.0, 0.0], [0.0, 0.0, 0.0], [0.0, 0.0, 0.0], [0.0, 0.0, 0.0], [0.0, 0.0, 0.0], [0.0, 0.0, 0.0], [0.0, 0.0, 0.0], [0.0, 0.0, 0.0], [0.0, 0.0, 0.0], [0.0, 0.0, 0.0], [0.0, 0.0, 0.0], [0.0, 0.0, 0.0], [-0.1, 0.1, 0.0], [0.1, 0.0, 0.0], [0.0, 0.0, -0.1], [0.0, 0.0, 0.0], [0.0, 0.0, 0.0], [-0.3, 0.0, -0.1], [0.4, 0.4, 0.3], [0.0, -0.2, -0.1], [-0.3, -0.2, 0.1], [-1.1, -0.4, 0.0], [0.0, 0.0, 0.1], [0.1, 0.0, 0.0], [0.1, 0.0, 0.0], [0.0, 0.0, 0.0], [0.1, 0.1, -0.1], [0.0, 0.0, 0.0], [0.0, 0.0, 0.0], [0.0, 0.0, 0.0], [0.0, 0.0, -0.1]], "lumo_ev": [-1.72, 0.20], "s2": 6.066, "spin_multiplicity": 5, "orbital_gap_ev": [5.514, 7.463]}


# 2
{"formula": "C30H44AsN7O7PS4Tc", "method": "ωB97M-V with the def2-TZVPD basis set", "species": ["Tc", "O", "C", "C", "C", "C", "C", "C", "C", "C", "N", "H", "H", "H", "H", "H", "H", "H", "H", "H", "H", "H", "S", "As", "S", "S", "S", "O", "C", "O", "C", "C", "C", "C", "C", "C", "N", "O", "O", "N", "O", "O", "H", "H", "H", "N", "P", "N", "C", "C", "C", "C", "C", "N", "C", "C", "C", "C", "C", "N", "C", "C", "C", "C", "C", "H", "H", "H", "H", "H", "H", "H", "H", "H", "H", "H", "H", "H", "H", "H", "H", "H", "H", "H", "H", "H", "H", "H", "H", "H", "H", "H", "H", "H", "H"], "coordinates": [[-0.6121, -0.0917, 0.0354], [0.2289, -1.3195, 1.5761], [0.4851, -0.8955, 2.9335], [1.6942, 0.0166, 3.0286], [1.6644, 1.1820, 2.0268], [0.3948, 1.9767, 2.1174], [0.2727, 3.0471, 2.9935], [-0.9279, 3.7231, 3.1022], [-2.0036, 3.3141, 2.3245], [-1.8221, 2.2572, 1.4638], [-0.6496, 1.5980, 1.3546], [1.0034, -1.7492, 1.1808], [0.6076, -1.7851, 3.5501], [-0.4290, -0.3930, 3.2474], [2.6095, -0.5577, 2.8671], [1.7463, 0.3970, 4.0515], [1.7844, 0.7991, 1.0112], [2.5137, 1.8385, 2.2155], [1.1287, 3.3396, 3.5862], [-1.0280, 4.5568, 3.7840], [-2.9645, 3.8052, 2.3791], [-2.6339, 1.8912, 0.8473], [-4.8783, -3.4473, -1.3060], [-3.5852, -4.5104, 0.1301], [-2.4527, -2.8428, 1.2099], [-2.4149, -1.2952, -0.1611], [-3.0374, -4.2217, -1.9957], [0.0848, 0.6496, -3.9254], [-1.3906, 1.6231, -2.4363], [-1.2274, 1.0288, -1.4650], [-2.0331, 2.7563, -3.0141], [-2.6017, 3.6852, -2.1313], [-3.2166, 4.7896, -2.6696], [-3.2984, 5.0096, -4.0351], [-2.7276, 4.0646, -4.8687], [-2.0928, 2.9411, -4.3937], [-2.7872, 4.2589, -6.3389], [-2.2010, 3.4351, -7.0085], [-3.3096, 5.2709, -6.7300], [-3.8104, 5.7794, -1.7360], [-3.6947, 5.5375, -0.5526], [-4.3459, 6.7373, -2.2300], [-2.5661, 3.5628, -1.0582], [-3.7898, 5.8876, -4.4343], [-1.6750, 2.2247, -5.0804], [0.8357, -0.6919, -0.9144], [1.2359, -1.1134, -2.3953], [1.1943, -2.7539, -2.4715], [1.3949, -3.5297, -1.2231], [1.4729, -5.0208, -1.5242], [0.3192, -5.4324, -2.4292], [0.3880, -4.6927, -3.7782], [1.3596, -3.5164, -3.7242], [0.2144, -0.7319, -3.6880], [-1.0796, -1.3867, -3.8814], [-1.3891, -1.6032, -5.3524], [-1.3298, -0.3389, -6.2065], [0.0823, 0.2285, -6.3891], [0.6621, 1.0050, -5.2059], [2.6651, -0.3951, -2.7803], [3.4611, -0.9865, -3.8757], [4.4231, 0.0317, -4.4731], [5.3078, 0.6480, -3.3970], [4.4409, 1.2419, -2.2938], [3.5052, 0.1895, -1.7204], [0.5382, -3.3496, -0.5672], [2.3017, -3.2014, -0.7045], [1.4354, -5.5594, -0.5768], [2.4314, -5.2722, -1.9833], [-0.6186, -5.1911, -1.9185], [0.3178, -6.5106, -2.5819], [-0.6053, -4.3381, -4.0651], [0.7161, -5.3633, -4.5738], [1.1863, -2.8511, -4.5670], [2.3903, -3.8713, -3.8087], [-1.8610, -0.7665, -3.4182], [-1.0659, -2.3275, -3.3365], [-2.3815, -2.0538, -5.4266], [-0.6852, -2.3371, -5.7569], [-2.0125, 0.4146, -5.7998], [-1.7204, -0.5781, -7.1960], [0.0854, 0.9059, -7.2452], [0.7535, -0.5925, -6.6514], [0.4753, 2.0760, -5.2849], [1.7378, 0.8667, -5.1310], [2.7856, -1.3691, -4.6408], [4.0350, -1.8383, -3.4873], [3.8592, 0.8272, -4.9688], [5.0220, -0.4619, -5.2395], [5.9572, 1.4092, -3.8285], [5.9615, -0.1208, -2.9731], [3.8474, 2.0713, -2.6902], [5.0592, 1.6395, -1.4872], [2.8538, 0.6181, -0.9639], [4.0996, -0.6015, -1.2425]], "atomic_forces_ev_per_a": [[0.0, 0.0, 0.2], [0.0, 0.0, 0.0], [0.0, 0.0, 0.0], [0.0, 0.0, 0.0], [0.0, 0.0, 0.0], [0.0, 0.0, 0.0], [0.0, 0.0, 0.0], [0.0, 0.0, 0.0], [0.0, 0.0, 0.0], [0.0, 0.0, 0.0], [0.0, 0.0, 0.0], [0.0, 0.0, 0.0], [0.0, 0.0, 0.0], [0.0, 0.0, 0.0], [0.0, 0.0, 0.0], [0.0, 0.0, 0.0], [0.0, 0.0, 0.0], [0.0, 0.0, 0.0], [0.0, 0.0, 0.0], [0.0, 0.0, 0.0], [0.0, 0.0, 0.0], [0.0, 0.0, 0.0], [0.0, 0.1, 0.0], [0.1, 0.0, 0.0], [0.0, -0.1, -0.1], [-0.2, 0.0, 0.0], [0.0, 0.0, 0.0], [0.0, -0.1, 0.0], [0.0, 0.0, 0.5], [-0.1, 0.2, -0.6], [0.1, 0.0, -0.2], [0.0, 0.0, 0.1], [0.0, 0.0, -0.1], [0.0, 0.0, 0.0], [-0.2, -0.1, 0.1], [0.0, 0.0, 0.0], [0.7, 0.4, 0.0], [-0.3, -0.2, 0.0], [-0.3, -0.2, 0.0], [0.0, 0.1, 0.0], [0.0, 0.0, 0.0], [0.0, 0.0, 0.0], [0.0, 0.0, 0.0], [0.0, 0.0, 0.0], [0.0, 0.0, 0.0], [0.4, -0.2, -0.1], [-0.1, -0.1, 0.3], [0.1, 0.1, -0.1], [0.0, 0.0, 0.0], [0.0, 0.0, 0.0], [0.0, 0.0, 0.0], [0.0, 0.0, 0.0], [0.0, 0.0, 0.0], [-0.1, 0.1, 0.0], [-0.1, 0.1, -0.1], [0.0, 0.0, 0.0], [0.0, 0.0, 0.0], [0.0, 0.0, 0.0], [0.0, 0.0, -0.1], [0.0, 0.0, -0.1], [0.0, 0.0, 0.0], [0.0, 0.0, 0.0], [0.0, 0.0, 0.0], [0.0, 0.0, 0.0], [0.0, 0.0, 0.0], [0.0, 0.0, 0.0], [0.0, 0.0, 0.0], [0.0, 0.0, 0.0], [0.0, 0.0, 0.0], [0.1, 0.0, 0.0], [0.0, 0.0, 0.0], [0.0, 0.0, 0.0], [0.0, 0.0, 0.0], [0.0, 0.0, 0.0], [0.0, 0.0, 0.0], [0.0, 0.0, 0.0], [0.0, 0.0, 0.0], [0.0, 0.0, 0.0], [0.0, 0.0, 0.0], [0.0, 0.0, 0.0], [0.0, 0.0, 0.0], [0.0, 0.0, 0.0], [0.0, 0.0, 0.0], [-0.1, 0.0, 0.0], [0.1, 0.0, 0.0], [0.0, 0.0, 0.0], [0.0, 0.0, 0.0], [0.0, 0.0, 0.0], [0.0, 0.0, 0.0], [0.0, 0.0, 0.0], [0.0, 0.0, 0.0], [0.0, 0.0, 0.0], [0.0, 0.0, 0.0], [0.0, 0.0, 0.0], [0.0, 0.0, 0.0]], "lumo_ev": -7.12, "total_charge": 2, "orbital_gap_ev": 5.683}


| no. | E_tot (eV) |
| --- | --- |
| 1 | -158090.8384 |
| 2 | -172234.4932 |